1.
{
  "formula": "C4H7ClNO4Pd",
  "method": "the ωB97M-V functional and the def2-TZVPD basis",
  "species": ["Pd", "Cl", "O", "O", "O", "O", "C", "C", "C", "C", "N", "H", "H", "H", "H", "H", "H", "H"],
  "coordinates": [[4.055, -2.737, 2.266], [1.620, -0.491, 3.278], [2.531, 0.064, 4.191], [1.363, 0.493, 2.209], [2.134, -1.701, 2.692], [0.305, -0.710, 3.782], [-0.320, 1.320, -2.328], [-0.285, 0.441, -1.100], [-1.635, -0.188, -0.702], [-2.484, -0.483, -1.847], [-3.153, -0.716, -2.752], [-0.737, 0.809, -3.196], [0.690, 1.637, -2.596], [-0.919, 2.214, -2.153], [0.070, 1.072, -0.280], [0.460, -0.347, -1.231], [-2.208, 0.463, -0.040], [-1.486, -1.142, -0.193]],
  "nbo_charge": [0.9549, 2.4978, -0.6524, -0.4008, -0.8748, -0.5252, -0.6156, -0.3799, -0.5138, 0.2719, -0.3023, 0.2280, 0.2172, 0.2147, 0.1970, 0.1943, 0.2491, 0.2399],
  "homo_ev": [-13.5, -13.5],
  "multiplicity": 3,
  "fmax_ev_per_a": 1.03,
  "s2": 2.0126,
  "total_charge": 1,
  "total_energy_ha": -1099.6533,
  "homo_lumo_gap_ev": [7.05, 3.78]
}

2.
{
  "formula": "C48H115Cu2N7O27",
  "method": "the ωB97M-V functional and the def2-TZVPD basis",
  "species": ["Cu", "Cu", "O", "C", "O", "O", "H", "O", "C", "O", "O", "H", "O", "C", "O", "O", "H", "O", "C", "O", "O", "H", "C", "C", "O", "H", "H", "H", "H", "H", "H", "C", "O", "C", "C", "N", "C", "C", "O", "C", "H", "H", "H", "H", "H", "H", "H", "H", "H", "H", "H", "H", "H", "H", "H", "C", "O", "C", "C", "N", "C", "C", "O", "C", "H", "H", "H", "H", "H", "H", "H", "H", "H", "H", "H", "H", "H", "H", "H", "C", "O", "C", "C", "N", "C", "C", "O", "C", "H", "H", "H", "H", "H", "H", "H", "H", "H", "H", "H", "H", "H", "H", "H", "C", "O", "C", "C", "N", "C", "C", "O", "C", "H", "H", "H", "H", "H", "H", "H", "H", "H", "H", "H", "H", "H", "H", "H", "C", "O", "C", "C", "N", "C", "C", "O", "C", "H", "H", "H", "H", "H", "H", "H", "H", "H", "H", "H", "H", "H", "H", "H", "C", "O", "C", "C", "N", "C", "C", "O", "C", "H", "H", "H", "H", "H", "H", "H", "H", "H", "H", "H", "H", "H", "H", "H", "C", "O", "C", "C", "N", "C", "C", "O", "C", "H", "H", "H", "H", "H", "H", "H", "H", "H", "H", "H", "H", "H", "H", "H"],
  "coordinates": [[21.705, 23.618, -14.082], [17.566, 24.387, -15.759], [18.133, 23.463, -11.442], [18.737, 23.622, -12.592], [18.006, 23.680, -13.574], [19.971, 23.547, -12.801], [17.295, 23.866, -11.680], [14.643, 27.342, -14.287], [14.986, 26.289, -15.049], [14.381, 26.149, -16.130], [15.976, 25.586, -14.808], [13.846, 27.427, -14.817], [19.674, 20.834, -16.874], [19.840, 22.000, -16.354], [18.999, 22.882, -16.578], [20.767, 22.279, -15.573], [18.801, 20.804, -17.272], [20.599, 27.535, -15.652], [20.465, 26.226, -15.514], [21.429, 25.494, -15.142], [19.339, 25.774, -15.723], [19.721, 27.765, -15.965], [18.299, 23.905, -7.850], [19.772, 23.795, -8.168], [20.017, 22.816, -9.161], [17.787, 23.056, -7.398], [17.731, 24.065, -8.767], [18.130, 24.739, -7.170], [20.409, 23.535, -7.323], [20.207, 24.722, -8.540], [19.334, 22.941, -9.824], [16.154, 25.842, -11.558], [15.739, 24.623, -11.001], [14.818, 23.830, -11.780], [13.343, 24.355, -11.920], [12.794, 24.787, -10.636], [11.513, 25.370, -10.895], [10.879, 25.786, -9.508], [9.772, 26.636, -9.864], [8.927, 27.131, -8.829], [16.585, 26.487, -10.792], [15.392, 26.437, -12.062], [16.858, 25.707, -12.379], [14.744, 22.810, -11.404], [15.312, 23.633, -12.732], [12.721, 23.580, -12.368], [13.361, 25.167, -12.647], [13.457, 25.498, -10.362], [10.913, 24.565, -11.318], [11.513, 26.153, -11.653], [11.618, 26.278, -8.876], [10.610, 24.918, -8.906], [8.076, 27.713, -9.183], [9.558, 27.740, -8.182], [8.465, 26.360, -8.211], [18.026, 20.323, -10.007], [17.350, 19.347, -10.754], [17.012, 19.678, -12.154], [18.231, 19.948, -12.983], [19.096, 18.807, -13.103], [20.053, 19.072, -14.176], [21.062, 17.961, -14.274], [21.999, 17.934, -13.156], [23.136, 17.086, -13.208], [19.099, 20.424, -10.168], [18.101, 20.101, -8.942], [17.539, 21.293, -10.102], [16.344, 20.539, -12.127], [16.372, 18.880, -12.529], [18.775, 20.851, -12.705], [17.882, 20.138, -13.998], [19.511, 18.558, -12.216], [20.561, 20.030, -14.063], [19.532, 19.071, -15.133], [21.662, 18.052, -15.179], [20.440, 17.072, -14.379], [23.964, 17.604, -12.724], [23.475, 16.852, -14.217], [22.862, 16.139, -12.741], [22.591, 25.270, -11.295], [23.015, 24.683, -12.593], [24.321, 24.060, -12.600], [24.692, 23.739, -14.058], [23.759, 22.985, -14.889], [23.869, 21.551, -14.638], [23.556, 21.042, -13.207], [22.302, 21.608, -12.795], [21.848, 21.326, -11.484], [21.546, 25.576, -11.347], [23.075, 26.235, -11.148], [22.654, 24.573, -10.459], [24.384, 23.182, -11.956], [25.108, 24.723, -12.241], [25.696, 23.313, -14.045], [24.818, 24.665, -14.619], [24.268, 23.073, -15.757], [24.894, 21.318, -14.927], [23.211, 21.095, -15.379], [24.336, 21.318, -12.497], [23.425, 19.961, -13.166], [20.767, 21.433, -11.386], [22.389, 21.937, -10.761], [22.041, 20.269, -11.302], [14.541, 25.013, -7.069], [14.184, 25.155, -5.706], [14.566, 26.363, -5.083], [14.154, 26.408, -3.577], [15.402, 26.223, -2.839], [15.173, 25.927, -1.442], [16.488, 25.919, -0.695], [17.072, 27.210, -0.695], [18.303, 27.263, -0.026], [14.158, 24.055, -7.420], [15.614, 25.125, -7.229], [14.009, 25.660, -7.767], [13.953, 27.154, -5.516], [15.624, 26.515, -5.294], [13.364, 25.738, -3.238], [13.767, 27.405, -3.366], [15.984, 27.037, -2.975], [14.755, 24.951, -1.195], [14.466, 26.669, -1.068], [17.190, 25.147, -1.012], [16.232, 25.569, 0.306], [18.167, 26.994, 1.021], [18.809, 28.229, -0.043], [19.071, 26.605, -0.432], [22.366, 28.932, -11.360], [21.211, 28.598, -12.111], [20.018, 28.592, -11.347], [18.820, 28.200, -12.198], [18.718, 28.963, -13.446], [17.454, 28.559, -14.018], [17.221, 29.180, -15.429], [18.302, 28.805, -16.252], [18.221, 29.355, -17.564], [23.228, 29.068, -12.014], [22.524, 28.151, -10.616], [22.244, 29.854, -10.792], [19.833, 29.472, -10.730], [20.103, 27.837, -10.565], [17.925, 28.471, -11.637], [18.859, 27.137, -12.436], [19.507, 28.714, -14.026], [16.613, 28.860, -13.394], [17.481, 27.474, -14.126], [17.287, 30.267, -15.387], [16.238, 28.938, -15.834], [17.298, 29.182, -18.118], [19.106, 29.016, -18.103], [18.389, 30.427, -17.462], [15.872, 30.458, -7.300], [16.959, 29.700, -7.796], [17.105, 28.467, -7.163], [18.469, 27.839, -7.389], [19.505, 28.813, -7.010], [20.893, 28.351, -7.305], [21.851, 29.567, -7.420], [21.428, 30.520, -8.411], [20.875, 31.685, -7.843], [16.013, 30.634, -6.233], [14.889, 29.995, -7.385], [15.867, 31.403, -7.843], [16.323, 27.797, -7.521], [16.960, 28.590, -6.089], [18.483, 27.440, -8.403], [18.574, 26.949, -6.768], [19.294, 29.685, -7.474], [20.905, 27.804, -8.249], [21.255, 27.674, -6.531], [22.786, 29.138, -7.781], [22.163, 29.973, -6.458], [20.672, 32.350, -8.682], [21.534, 32.307, -7.236], [19.958, 31.567, -7.266], [14.737, 26.308, -21.056], [15.689, 26.459, -19.998], [16.932, 25.911, -20.193], [17.552, 25.680, -18.833], [16.722, 25.016, -17.832], [16.046, 23.863, -18.436], [15.457, 22.980, -17.395], [16.108, 22.793, -16.167], [15.409, 21.997, -15.298], [13.843, 26.895, -20.847], [14.361, 25.296, -21.209], [15.205, 26.576, -22.002], [17.580, 26.478, -20.860], [16.839, 24.926, -20.650], [17.788, 26.635, -18.363], [18.496, 25.140, -18.902], [16.034, 25.695, -17.541], [16.792, 23.349, -19.042], [15.190, 24.114, -19.064], [15.230, 22.018, -17.856], [14.459, 23.394, -17.251], [15.804, 21.862, -14.291], [15.361, 20.972, -15.664], [14.363, 22.303, -15.278]],
  "mulliken_spin": [0.8583, 0.8544, -0.0103, 0.0101, -0.0020, 0.0643, -0.0009, 0.0016, -0.0020, 0.0014, 0.0524, -0.0008, 0.0026, 0.0064, 0.0177, 0.0052, -0.0002, 0.0000, -0.0004, 0.0131, -0.0109, 0.0001, -0.0004, -0.0001, 0.0001, 0.0000, 0.0004, 0.0000, 0.0000, 0.0000, -0.0004, 0.0008, 0.0015, 0.0019, 0.0001, -0.0001, 0.0000, -0.0001, 0.0000, 0.0000, 0.0003, -0.0002, -0.0003, 0.0000, -0.0032, 0.0000, 0.0000, 0.0000, 0.0000, 0.0000, 0.0000, 0.0000, 0.0000, 0.0000, 0.0000, -0.0003, 0.0000, 0.0000, 0.0010, 0.0000, -0.0007, 0.0000, 0.0001, 0.0000, 0.0000, 0.0000, 0.0003, -0.0001, 0.0000, -0.0004, 0.0000, 0.0000, -0.0004, 0.0003, 0.0000, 0.0000, 0.0000, 0.0000, 0.0000, -0.0024, 0.0070, 0.0004, -0.0028, 0.0645, -0.0011, 0.0000, -0.0018, -0.0028, 0.0001, 0.0009, -0.0002, -0.0008, 0.0003, 0.0019, 0.0014, 0.0002, 0.0039, 0.0005, 0.0003, -0.0008, 0.0006, -0.0004, 0.0012, 0.0002, 0.0000, 0.0002, 0.0000, 0.0000, 0.0000, 0.0000, 0.0000, 0.0000, 0.0000, -0.0001, 0.0000, -0.0001, -0.0001, 0.0000, 0.0000, 0.0000, 0.0000, 0.0000, 0.0000, 0.0000, 0.0000, 0.0000, 0.0000, 0.0000, 0.0002, -0.0002, 0.0003, -0.0001, 0.0015, 0.0004, -0.0004, 0.0001, 0.0000, 0.0001, 0.0000, 0.0000, 0.0001, -0.0001, 0.0001, 0.0001, 0.0001, -0.0022, 0.0000, 0.0001, 0.0000, 0.0000, 0.0000, 0.0000, 0.0000, -0.0001, 0.0002, 0.0000, -0.0001, 0.0000, 0.0000, 0.0000, 0.0000, 0.0000, 0.0000, 0.0000, -0.0001, -0.0001, 0.0000, 0.0000, 0.0000, 0.0000, 0.0000, 0.0000, 0.0000, 0.0000, 0.0000, -0.0002, -0.0003, 0.0045, -0.0084, 0.0778, -0.0012, -0.0018, -0.0058, 0.0001, 0.0000, 0.0001, 0.0001, 0.0012, -0.0002, 0.0015, 0.0012, -0.0020, 0.0001, 0.0036, -0.0007, 0.0003, -0.0003, -0.0002, -0.0001],
  "homo_ev": [-8.0, -8.0],
  "multiplicity": 3,
  "fmax_ev_per_a": 5.49,
  "s2": 2.0029,
  "total_charge": 0,
  "total_energy_ha": -7593.2886,
  "homo_lumo_gap_ev": [8.33, 6.52]
}

3.
{
  "formula": "C3H8O",
  "method": "the ωB97M-V functional and the def2-TZVPD basis",
  "species": ["C", "C", "O", "C", "H", "H", "H", "H", "H", "H", "H", "H"],
  "coordinates": [[-1.735, 0.084, 0.017], [-1.015, -0.521, -0.922], [1.568, 1.285, -0.322], [1.965, 0.439, 0.439], [-2.665, -0.338, 0.392], [-0.320, -0.349, 2.414], [-1.422, 1.038, 0.438], [-0.096, -0.071, -1.291], [-1.323, -1.469, -1.356], [0.257, -0.293, 2.882], [1.588, -0.601, 0.408], [2.727, 0.660, 1.211]],
  "nbo_charge": [-0.3993, -0.3944, -0.5046, 0.2795, 0.1929, 0.0100, 0.1979, 0.2102, 0.1905, -0.0112, 0.1172, 0.1111],
  "homo_ev": -10.1,
  "fmax_ev_per_a": 0.58,
  "smiles": "[H][H].C=C.C=O",
  "de_lowest_kj_mol": 253.8,
  "total_charge": 0,
  "total_energy_ha": -194.2393,
  "homo_lumo_gap_ev": 10.90
}

4.
{
  "formula": "C27H54N3O3Rb",
  "method": "the ωB97M-V functional and the def2-TZVPD basis",
  "species": ["Rb", "C", "C", "C", "C", "C", "C", "N", "O", "C", "C", "C", "H", "H", "H", "H", "H", "H", "H", "H", "H", "H", "H", "H", "H", "H", "H", "H", "H", "H", "C", "C", "C", "C", "C", "C", "N", "O", "C", "C", "C", "H", "H", "H", "H", "H", "H", "H", "H", "H", "H", "H", "H", "H", "H", "H", "H", "H", "H", "C", "C", "C", "C", "C", "C", "N", "O", "C", "C", "C", "H", "H", "H", "H", "H", "H", "H", "H", "H", "H", "H", "H", "H", "H", "H", "H", "H", "H"],
  "coordinates": [[-22.809, 11.036, -7.898], [-25.858, 9.933, -7.686], [-26.861, 10.681, -8.585], [-28.304, 10.464, -7.990], [-28.806, 11.571, -7.056], [-28.610, 12.962, -7.637], [-27.133, 13.182, -8.099], [-26.646, 12.073, -8.854], [-25.320, 12.360, -9.279], [-26.297, 13.442, -6.840], [-27.247, 14.463, -8.950], [-26.968, 9.885, -9.908], [-25.755, 10.428, -6.719], [-24.911, 9.778, -8.198], [-26.253, 8.930, -7.499], [-28.281, 9.498, -7.484], [-29.075, 10.503, -8.764], [-28.386, 11.539, -6.043], [-29.867, 11.345, -6.883], [-28.813, 13.726, -6.886], [-29.231, 13.098, -8.527], [-26.645, 14.277, -6.213], [-25.281, 13.702, -7.146], [-26.253, 12.615, -6.126], [-27.586, 14.248, -9.968], [-26.240, 14.860, -9.115], [-27.890, 15.264, -8.580], [-27.640, 10.360, -10.629], [-27.383, 8.895, -9.710], [-26.003, 9.928, -10.422], [-21.905, 12.150, -2.478], [-21.331, 10.762, -2.722], [-21.411, 9.866, -1.498], [-22.746, 9.206, -1.237], [-23.148, 8.456, -2.531], [-23.199, 9.365, -3.754], [-21.899, 10.043, -3.873], [-21.670, 10.724, -5.074], [-24.377, 10.342, -3.660], [-23.435, 8.457, -4.974], [-19.838, 10.959, -3.076], [-22.888, 12.122, -1.985], [-22.050, 12.772, -3.359], [-21.304, 12.692, -1.735], [-21.311, 10.511, -0.609], [-20.599, 9.138, -1.528], [-23.558, 9.917, -1.052], [-22.836, 8.456, -0.447], [-24.126, 7.960, -2.485], [-22.408, 7.659, -2.652], [-24.377, 11.113, -4.430], [-24.325, 10.898, -2.719], [-25.357, 9.849, -3.642], [-23.451, 9.102, -5.849], [-24.453, 8.054, -4.964], [-22.673, 7.691, -5.099], [-19.664, 11.816, -3.724], [-19.445, 9.998, -3.395], [-19.356, 11.328, -2.155], [-18.978, 11.369, -8.720], [-19.408, 12.739, -9.241], [-18.122, 13.606, -9.437], [-17.284, 13.309, -10.664], [-18.173, 13.408, -11.921], [-19.485, 12.633, -11.808], [-20.119, 12.622, -10.517], [-21.425, 12.104, -10.508], [-19.191, 11.194, -12.272], [-20.459, 13.233, -12.845], [-20.252, 13.542, -8.262], [-19.784, 10.658, -8.912], [-18.624, 11.527, -7.701], [-18.203, 10.996, -9.395], [-17.481, 13.441, -8.553], [-18.300, 14.677, -9.288], [-16.868, 12.302, -10.610], [-16.508, 14.062, -10.820], [-17.543, 12.984, -12.716], [-18.268, 14.434, -12.295], [-20.102, 10.605, -12.120], [-18.462, 10.715, -11.611], [-18.885, 11.115, -13.319], [-21.469, 12.830, -12.779], [-20.053, 13.234, -13.863], [-20.647, 14.302, -12.662], [-19.883, 13.584, -7.230], [-21.185, 13.001, -8.139], [-20.472, 14.547, -8.614]],
  "mulliken_charge": [0.8190, -1.2295, 1.7707, -1.2337, -0.7321, -1.4313, 1.7013, 0.5243, -0.8922, -1.3321, -1.9561, -2.0580, 0.3201, -0.1228, 0.3260, 0.3697, 0.4262, 0.3404, 0.3822, 0.4816, 0.3635, 0.4184, 0.1512, 0.1783, 0.4673, 0.3511, 0.3302, 0.4793, 0.3484, 0.3542, -1.8808, 1.7761, -1.1580, -0.6738, -1.5457, 1.7544, 0.1443, -0.5747, -1.7701, -1.4226, -1.8985, 0.4051, 0.2693, 0.4772, 0.3753, 0.3783, 0.3112, 0.3869, 0.4356, 0.3445, 0.2149, 0.3472, 0.4745, -0.0866, 0.3972, 0.4213, 0.2782, 0.4611, 0.4436, -1.5455, 1.1881, -1.2974, -0.8053, -1.2547, 1.5352, 0.5719, -0.6669, -1.8503, -1.8187, -1.1401, 0.2467, 0.4030, 0.3662, 0.4209, 0.4229, 0.3619, 0.3563, 0.3565, 0.4119, 0.2953, 0.3946, 0.4527, 0.3151, 0.3813, 0.4168, 0.3792, -0.2861, 0.3875],
  "homo_ev": 0.2,
  "fmax_ev_per_a": 2.66,
  "de_lowest_kj_mol": 0.0,
  "total_charge": -2,
  "total_energy_ha": -1475.0036,
  "homo_lumo_gap_ev": 3.81
}

5.
{
  "formula": "C4H10N2OS",
  "method": "the ωB97M-V functional and the def2-TZVPD basis",
  "species": ["C", "C", "C", "C", "H", "H", "H", "H", "H", "H", "H", "H", "H", "H", "N", "N", "O", "S"],
  "coordinates": [[-2.495, -0.702, -0.484], [0.270, 0.545, -1.289], [-0.068, 1.474, 0.021], [1.555, -0.743, 1.351], [-1.986, -1.619, 0.073], [-2.835, -0.011, 0.164], [-3.125, -1.231, -1.282], [0.667, 1.024, -2.259], [-0.343, 2.618, -0.450], [-0.981, 0.785, 0.545], [0.955, 1.695, 0.705], [1.252, -1.981, -0.300], [0.933, -1.267, 2.364], [2.700, 0.809, 2.405], [1.071, -1.098, 0.093], [2.319, 0.306, 1.457], [1.388, -0.357, -1.070], [-1.277, -0.249, -2.044]],
  "nbo_charge": [-0.6759, -0.0286, -0.7157, 0.2606, 0.2193, 0.1989, 0.2365, 0.2180, 0.2399, 0.2323, 0.2810, 0.3923, 0.1735, 0.3871, -0.3855, -0.7363, -0.3830, 0.0856],
  "homo_ev": -9.0,
  "fmax_ev_per_a": 8.43,
  "smiles": "[H]/N=C/NO[C@H](C)SC",
  "de_lowest_kj_mol": 708.9,
  "total_charge": 0,
  "total_energy_ha": -741.1080,
  "homo_lumo_gap_ev": 9.72
}